(1)
Entry from the OMol25 dataset: 13 unconnected molecules or ions with the total composition C39H104O39S13 (the ωB97M-V functional and the def2-TZVPD basis).

The highest occupied orbital energy comes out at -10.4156 eV. The HOMO-LUMO gap is 10.3776 eV.

Each line ends with the Löwdin charge.
Geometry (Å):
O 3.02 0.82 -5.31  -0.264
S 1.94 0.04 -5.86  0.519
O 1.43 -0.99 -5.02  -0.284
O 0.75 0.92 -6.22  -0.238
C -0.01 1.56 -5.19  -0.219
C 0.60 2.87 -4.68  -0.061
C 2.35 -0.43 -7.46  -0.121
H -0.18 0.95 -4.29  0.110
H -0.92 1.84 -5.68  0.108
H 0.73 3.71 -5.39  0.087
H 1.56 2.67 -4.23  0.050
H 0.00 3.25 -3.79  0.098
H 2.52 0.46 -8.06  0.088
H 1.58 -1.12 -7.88  0.097
H 3.32 -0.95 -7.36  0.090
O -5.58 6.56 -2.53  -0.281
S -5.78 5.45 -1.67  0.557
O -6.52 4.28 -2.10  -0.298
O -4.39 4.91 -1.18  -0.293
C -3.28 5.75 -0.59  -0.154
C -1.95 5.21 -1.08  -0.026
C -6.67 6.00 -0.17  -0.079
H -3.47 5.65 0.48  0.101
H -3.47 6.71 -1.00  0.101
H -1.95 5.02 -2.16  0.073
H -1.69 4.36 -0.52  0.053
H -1.32 6.00 -0.80  0.061
H -7.65 5.72 -0.42  0.038
H -6.54 7.07 0.02  0.077
H -6.21 5.40 0.62  0.059
O -5.41 0.84 -4.79  -0.280
S -4.12 1.02 -4.17  0.593
O -3.12 -0.05 -4.16  -0.301
O -3.43 2.33 -4.71  -0.280
C -4.30 3.52 -5.07  -0.157
C -3.43 4.77 -4.87  -0.046
C -4.44 1.41 -2.50  -0.115
H -5.16 3.54 -4.40  0.099
H -4.58 3.37 -6.12  0.124
H -3.09 4.78 -3.85  0.043
H -3.97 5.69 -5.04  0.080
H -2.61 4.76 -5.58  0.078
H -3.53 1.75 -2.04  0.044
H -4.88 0.62 -1.90  0.058
H -5.14 2.25 -2.47  0.055
O -2.40 -3.57 -3.69  -0.260
S -1.18 -2.87 -3.94  0.574
O -0.71 -1.87 -3.04  -0.284
O -0.06 -3.98 -4.17  -0.244
C 1.05 -4.05 -3.31  -0.277
C 0.69 -5.03 -2.21  -0.059
C -1.22 -2.10 -5.49  -0.130
H 1.42 -3.08 -3.00  0.091
H 1.85 -4.59 -3.91  0.144
H -0.26 -4.78 -1.73  0.063
H 1.52 -5.01 -1.42  0.109
H 0.71 -6.05 -2.58  0.077
H -1.07 -2.82 -6.33  0.100
H -0.43 -1.34 -5.44  0.023
H -2.22 -1.63 -5.64  0.072
O 5.87 -0.09 5.82  -0.293
S 5.54 0.98 4.88  0.542
O 6.62 1.59 4.13  -0.297
O 4.55 0.43 3.84  -0.271
C 4.10 1.36 2.74  -0.182
C 3.42 0.51 1.72  -0.063
C 4.65 2.26 5.67  -0.122
H 4.97 1.86 2.32  0.120
H 3.35 2.03 3.15  0.104
H 2.81 1.24 1.17  0.055
H 2.69 -0.10 2.18  0.066
H 4.07 -0.09 1.11  0.056
H 5.32 2.73 6.32  0.057
H 3.79 1.78 6.20  0.090
H 4.24 2.98 4.94  0.075
O -4.22 4.16 2.24  -0.299
S -3.06 3.37 2.55  0.614
O -1.80 4.03 2.36  -0.283
O -3.01 3.06 4.18  -0.281
C -4.30 2.49 4.70  -0.209
C -4.11 2.47 6.21  -0.053
C -3.21 1.77 1.69  -0.075
H -4.36 1.47 4.33  0.106
H -5.14 3.16 4.36  0.130
H -3.92 3.47 6.50  0.076
H -3.21 1.97 6.43  0.046
H -4.90 2.04 6.77  0.079
H -4.12 1.30 1.94  0.037
H -2.35 1.11 1.99  0.092
H -3.21 2.09 0.68  0.041
O 0.52 -2.51 4.02  -0.286
S -0.19 -1.73 5.00  0.557
O 0.08 -1.94 6.37  -0.264
O 0.09 -0.21 4.66  -0.264
C -0.63 0.75 5.56  -0.217
C -0.14 2.18 5.36  -0.048
C -1.98 -1.85 4.72  -0.097
H -0.37 0.37 6.55  0.113
H -1.70 0.67 5.39  0.083
H -0.28 2.61 4.36  0.066
H 0.93 2.15 5.46  0.066
H -0.67 2.87 6.08  0.107
H -2.47 -1.54 5.63  0.058
H -2.21 -2.94 4.64  0.064
H -2.27 -1.30 3.80  0.079
O -4.11 -3.43 2.13  -0.272
S -4.73 -2.50 1.24  0.467
O -4.72 -1.14 1.57  -0.254
O -4.05 -2.77 -0.11  -0.239
C -4.50 -2.15 -1.35  -0.215
C -5.18 -3.12 -2.32  -0.042
C -6.36 -3.00 0.98  -0.121
H -3.60 -1.72 -1.83  0.122
H -5.13 -1.28 -1.12  0.094
H -6.11 -3.56 -1.96  0.070
H -4.46 -3.94 -2.42  0.069
H -5.32 -2.65 -3.25  0.073
H -6.74 -2.28 0.27  0.068
H -6.88 -2.87 1.95  0.095
H -6.35 -4.05 0.73  0.084
O 2.66 4.86 3.09  -0.276
S 2.71 5.04 1.68  0.539
O 3.83 5.74 1.12  -0.277
O 2.70 3.54 1.17  -0.288
C 3.06 3.35 -0.29  -0.184
C 4.53 3.03 -0.51  -0.047
C 1.23 5.82 1.18  -0.115
H 2.62 4.17 -0.82  0.098
H 2.37 2.49 -0.42  0.087
H 4.59 2.80 -1.57  0.075
H 4.85 2.16 0.09  0.062
H 5.21 3.84 -0.29  0.079
H 1.33 6.80 1.69  0.095
H 0.46 5.27 1.65  0.036
H 1.16 5.93 0.09  0.076
O -1.44 1.44 -1.19  -0.303
S -0.37 0.78 -0.44  0.557
O 0.36 1.47 0.56  -0.253
O -1.03 -0.60 0.10  -0.248
C -0.04 -1.59 0.68  -0.162
C -0.77 -2.92 0.81  -0.035
C 0.72 0.36 -1.65  -0.156
H 0.30 -1.16 1.66  0.124
H 0.76 -1.72 0.03  0.082
H -1.43 -2.98 1.62  0.047
H -0.04 -3.69 1.00  0.070
H -1.17 -3.31 -0.15  0.088
H 0.98 1.34 -2.11  0.087
H 0.36 -0.29 -2.41  0.034
H 1.64 -0.05 -1.18  0.076
O 3.52 -2.56 1.22  -0.305
S 3.99 -3.66 2.04  0.508
O 3.37 -4.91 1.82  -0.275
O 5.48 -3.84 1.78  -0.254
C 6.39 -2.65 2.14  -0.182
C 7.73 -3.02 1.64  -0.073
C 3.82 -3.22 3.78  -0.085
H 6.24 -2.49 3.23  0.125
H 6.08 -1.80 1.54  0.107
H 7.76 -3.30 0.58  0.083
H 8.10 -3.80 2.29  0.080
H 8.39 -2.11 1.75  0.110
H 4.48 -3.83 4.40  0.082
H 2.80 -3.57 3.93  0.044
H 3.96 -2.15 3.84  0.057
O 6.49 -1.86 -1.75  -0.255
S 5.48 -0.90 -2.05  0.534
O 5.35 0.15 -1.09  -0.279
O 5.80 -0.32 -3.45  -0.281
C 6.99 0.49 -3.63  -0.207
C 8.11 -0.40 -4.27  -0.046
C 3.93 -1.53 -2.37  -0.115
H 7.25 0.86 -2.64  0.108
H 6.59 1.36 -4.19  0.130
H 8.51 -1.06 -3.48  0.078
H 8.83 0.22 -4.82  0.077
H 7.61 -0.98 -5.06  0.078
H 3.74 -2.45 -1.82  0.085
H 3.82 -1.83 -3.39  0.072
H 3.06 -0.99 -2.14  0.031
O -1.65 -5.39 4.47  -0.297
S -1.02 -6.48 3.74  0.616
O -1.10 -7.79 4.32  -0.276
O -1.57 -6.56 2.20  -0.291
C -2.87 -7.19 2.00  -0.244
C -3.62 -6.51 0.86  -0.057
C 0.61 -5.99 3.27  -0.124
H -3.40 -7.00 2.96  0.117
H -2.66 -8.29 1.92  0.133
H -3.05 -6.41 -0.11  0.098
H -4.00 -5.56 1.12  0.022
H -4.43 -7.18 0.56  0.077
H 1.11 -6.72 2.60  0.096
H 1.14 -5.79 4.16  0.063
H 0.49 -5.01 2.78  0.048



(2)
Entry from the OMol25 dataset: 13 unconnected molecules or ions with the total composition C39H104O39S13 (the ωB97M-V functional and the def2-TZVPD basis).

The highest occupied orbital energy comes out at -10.6569 eV. The HOMO-LUMO gap is 10.5010 eV.

Each line ends with the Löwdin charge.
Geometry (Å):
O 0.78 8.00 -0.32  -0.267
S 0.86 7.41 0.98  0.649
O 1.62 8.08 2.04  -0.305
O -0.66 7.29 1.48  -0.251
C -1.04 7.18 2.81  -0.298
C -2.40 6.51 2.86  -0.076
C 1.42 5.62 0.94  -0.088
H -1.22 8.20 3.14  0.126
H -0.30 6.78 3.50  0.124
H -3.23 7.15 2.56  0.074
H -2.73 6.48 3.90  0.081
H -2.51 5.50 2.47  0.076
H 1.17 5.19 1.91  0.060
H 2.48 5.60 0.67  0.065
H 0.87 5.05 0.19  0.038
O 3.37 3.84 2.69  -0.309
S 4.43 4.74 2.98  0.697
O 5.43 5.15 1.93  -0.305
O 3.64 6.12 3.55  -0.233
C 4.43 7.01 4.14  -0.397
C 3.54 8.03 4.76  -0.051
C 5.30 3.91 4.41  -0.087
H 4.99 7.49 3.34  0.124
H 5.19 6.62 4.82  0.119
H 2.69 8.29 4.13  0.062
H 4.13 8.94 4.81  0.086
H 3.21 7.70 5.75  0.083
H 5.54 2.91 4.06  0.056
H 4.65 3.87 5.28  0.071
H 6.26 4.37 4.65  0.062
O -5.68 -5.38 -1.54  -0.278
S -4.28 -5.08 -1.45  0.657
O -3.89 -3.68 -1.51  -0.302
O -3.80 -5.68 0.03  -0.259
C -4.25 -6.99 0.31  -0.307
C -3.40 -7.80 1.31  -0.034
C -3.26 -6.08 -2.58  -0.081
H -4.31 -7.50 -0.65  0.092
H -5.24 -6.88 0.74  0.119
H -2.41 -7.38 1.48  0.082
H -3.50 -8.77 0.82  0.083
H -3.90 -7.72 2.28  0.075
H -3.72 -5.94 -3.56  0.077
H -3.03 -7.11 -2.30  0.078
H -2.32 -5.55 -2.70  0.047
O -5.35 5.80 -2.05  -0.290
S -4.69 5.73 -0.76  0.673
O -4.03 6.90 -0.14  -0.306
O -5.77 5.10 0.26  -0.290
C -5.75 5.30 1.65  -0.283
C -6.11 4.01 2.31  -0.057
C -3.60 4.22 -0.76  -0.090
H -6.49 6.10 1.70  0.135
H -4.73 5.57 1.89  0.080
H -6.10 4.01 3.40  0.080
H -5.39 3.21 2.13  0.081
H -7.15 3.80 2.06  0.089
H -3.94 3.50 -1.50  0.069
H -3.55 3.71 0.20  0.043
H -2.57 4.54 -0.89  0.055
O 1.14 -7.90 -0.01  -0.325
S 1.25 -7.89 -1.48  0.704
O 0.39 -8.63 -2.41  -0.309
O 1.21 -6.26 -1.90  -0.305
C 0.33 -5.33 -1.22  -0.260
C 0.45 -4.06 -2.00  -0.042
C 3.10 -8.22 -1.78  -0.072
H 0.68 -5.31 -0.19  0.114
H -0.67 -5.77 -1.17  0.101
H 1.51 -3.84 -2.15  0.058
H -0.01 -3.26 -1.44  0.077
H -0.05 -4.21 -2.96  0.088
H 3.53 -7.55 -1.03  0.057
H 3.36 -7.98 -2.81  0.054
H 3.29 -9.27 -1.56  0.065
O 1.86 -2.47 6.67  -0.289
S 1.27 -1.30 7.34  0.688
O 2.10 -0.30 7.97  -0.286
O 0.10 -0.49 6.41  -0.259
C -0.21 -1.05 5.26  -0.355
C -1.65 -1.68 5.52  -0.024
C 0.03 -1.70 8.58  -0.110
H 0.53 -1.73 4.82  0.098
H -0.19 -0.26 4.51  0.117
H -2.03 -1.95 4.54  0.063
H -2.36 -0.90 5.82  0.082
H -1.61 -2.54 6.19  0.064
H -0.66 -0.86 8.72  0.081
H 0.54 -2.00 9.49  0.074
H -0.56 -2.48 8.10  0.053
O 5.09 1.77 1.11  -0.326
S 5.89 2.00 -0.12  0.706
O 6.76 3.20 -0.28  -0.287
O 6.82 0.70 -0.56  -0.244
C 6.56 -0.45 0.21  -0.275
C 6.98 -0.43 1.73  -0.046
C 4.69 1.84 -1.37  -0.138
H 7.13 -1.19 -0.36  0.124
H 5.56 -0.85 0.03  0.079
H 7.85 0.22 1.74  0.079
H 7.34 -1.31 2.26  0.073
H 6.21 0.02 2.36  0.047
H 4.29 2.81 -1.65  0.061
H 3.91 1.12 -1.13  0.053
H 5.23 1.41 -2.22  0.056
O -2.53 -3.14 -4.80  -0.317
S -2.86 -1.73 -4.62  0.673
O -1.97 -0.83 -3.87  -0.304
O -3.04 -1.09 -6.14  -0.271
C -3.80 -1.91 -7.09  -0.251
C -4.64 -0.94 -7.97  -0.059
C -4.54 -1.53 -3.91  -0.092
H -4.51 -2.60 -6.63  0.107
H -3.12 -2.52 -7.68  0.116
H -4.08 -0.05 -8.27  0.078
H -5.49 -0.62 -7.37  0.071
H -5.03 -1.38 -8.88  0.076
H -5.11 -2.47 -3.92  0.067
H -5.13 -0.74 -4.38  0.078
H -4.38 -1.23 -2.88  0.042
O -2.45 -0.21 2.10  -0.312
S -2.57 0.29 0.72  0.711
O -3.79 0.89 0.12  -0.317
O -1.30 1.31 0.43  -0.267
C -0.01 1.05 1.07  -0.232
C 1.14 1.81 0.37  -0.050
C -2.12 -1.13 -0.42  -0.086
H 0.28 0.00 1.12  0.084
H 0.01 1.39 2.10  0.113
H 2.13 1.85 0.84  0.075
H 0.98 2.88 0.27  0.046
H 1.21 1.40 -0.63  0.066
H -2.86 -1.91 -0.23  0.039
H -1.17 -1.60 -0.18  0.048
H -2.13 -0.79 -1.46  0.045
O 1.35 -2.38 1.39  -0.323
S 2.67 -1.84 0.91  0.663
O 2.70 -0.99 -0.32  -0.308
O 3.31 -1.02 2.13  -0.260
C 3.27 -1.61 3.43  -0.253
C 3.39 -0.55 4.55  -0.020
C 3.83 -3.15 0.68  -0.095
H 4.14 -2.26 3.35  0.106
H 2.54 -2.42 3.50  0.110
H 3.83 -0.95 5.47  0.083
H 2.36 -0.21 4.72  0.056
H 3.84 0.41 4.29  0.081
H 3.35 -3.78 -0.08  0.072
H 3.78 -3.72 1.61  0.076
H 4.79 -2.73 0.41  0.071
O -7.55 0.28 -0.63  -0.288
S -7.53 -0.88 0.22  0.680
O -7.46 -0.75 1.69  -0.303
O -8.89 -1.77 -0.18  -0.242
C -8.96 -2.98 0.56  -0.290
C -8.71 -4.40 -0.09  -0.052
C -6.21 -1.94 -0.45  -0.121
H -9.98 -2.98 0.95  0.118
H -8.26 -3.09 1.40  0.099
H -9.56 -4.59 -0.75  0.073
H -8.51 -5.17 0.66  0.077
H -7.76 -4.42 -0.63  0.029
H -6.56 -2.52 -1.31  0.065
H -5.91 -2.61 0.35  0.072
H -5.35 -1.31 -0.68  0.042
O 4.88 2.74 -4.33  -0.316
S 4.16 3.43 -5.44  0.705
O 4.13 2.83 -6.78  -0.282
O 2.65 3.83 -4.96  -0.242
C 2.47 4.20 -3.65  -0.332
C 1.02 4.25 -3.34  -0.059
C 4.77 5.14 -5.59  -0.120
H 2.93 5.18 -3.47  0.126
H 2.83 3.49 -2.91  0.094
H 0.72 4.07 -2.31  0.066
H 0.49 3.43 -3.82  0.093
H 0.59 5.21 -3.61  0.089
H 5.83 5.14 -5.84  0.071
H 4.80 5.83 -4.75  0.069
H 4.16 5.63 -6.35  0.073
O 6.10 -3.53 -5.28  -0.295
S 5.26 -3.36 -4.09  0.657
O 5.91 -3.26 -2.79  -0.301
O 4.19 -2.18 -4.30  -0.255
C 3.79 -1.46 -3.18  -0.319
C 2.49 -0.82 -3.53  -0.040
C 4.04 -4.72 -4.09  -0.099
H 4.61 -0.75 -3.08  0.122
H 3.73 -2.09 -2.30  0.090
H 2.26 -0.02 -2.82  0.071
H 1.75 -1.62 -3.53  0.075
H 2.36 -0.43 -4.54  0.094
H 4.50 -5.64 -3.75  0.065
H 3.67 -5.01 -5.07  0.075
H 3.14 -4.26 -3.66  0.044



Ranking the structures above from most stable to least stable yields (1), (2).